[1]
This record from OMol25 describes a gas-phase ion, C4H12N4S (charge +2). The level of theory is ωB97M-V with the def2-TZVPD basis set.

Calculated values
spin multiplicity	1
electronic energy	-775.85009	Eh
total charge	+2
maximum force	0.0923	hartree/bohr

```
21
Properties=species:S:1:pos:R:3:forces:R:3
C 1.64673 -0.73103 -1.65222 -0.82 -1.28 0.73
C -0.33978 1.61028 0.30204 2.52 0.79 -0.77
C -2.20638 0.02577 0.74303 -1.78 -0.21 0.16
C -1.05133 0.34546 -0.14907 1.17 0.58 -2.08
N 2.41507 -1.51042 -0.95468 -0.35 0.73 -1.85
N 2.15243 -1.73314 0.38463 -0.57 0.82 1.42
N -0.24955 -0.87734 -0.11099 1.70 0.01 -2.18
N 0.74251 -0.98276 0.82447 4.54 1.06 0.90
S 1.52913 -0.29586 -3.23540 1.21 -0.14 -0.94
H -0.30285 1.77957 1.40914 0.08 -0.54 -0.85
H 0.78115 1.73576 -0.15884 -2.54 -0.44 1.04
H -0.86794 2.48302 -0.06444 -0.18 0.09 -0.19
H -1.80017 0.23218 1.71439 -0.71 -0.04 0.95
H -2.46217 -1.01980 0.62746 -0.31 -0.27 0.25
H -3.15325 0.60654 0.49164 1.48 -0.41 0.37
H -1.43594 0.29268 -1.22504 0.66 0.52 1.23
H 3.19247 -2.13397 -1.36822 -1.34 1.06 0.87
H 2.04949 -2.72621 0.40747 -0.72 -1.27 0.79
H 0.46993 -1.54723 1.62552 -0.29 -0.66 0.28
H 1.32931 -0.13370 1.25800 -2.18 -1.06 -1.20
H 2.79593 -0.76254 -3.80624 -1.53 0.66 1.07
```
Positions in Å, forces in eV/Å.

=====

[2]
This record from OMol25 describes C5H4O2 in the gas phase. The level of theory is ωB97M-V with the def2-TZVPD basis set.

Calculated values
spin multiplicity	1
electronic energy	-343.33217	Eh
maximum force	0.0543	hartree/bohr
structure (SMILES)	O=c1cccco1

```
11
Properties=species:S:1:pos:R:3:forces:R:3
O 1.12664 1.99673 1.31503 -0.02 -0.16 -0.39
C 0.60776 1.19359 0.58475 0.17 0.77 -0.19
O 1.38296 0.52148 -0.34032 0.01 0.17 -0.06
C 0.88277 -0.51480 -1.04570 -0.17 -0.10 -0.17
C -0.29192 -1.11630 -0.78672 0.32 0.21 0.15
C -1.10739 -0.49287 0.25271 1.36 -0.04 1.11
C -0.75481 0.73005 0.69404 0.31 0.81 -0.48
H 1.57447 -0.79769 -1.83078 -0.14 -0.13 0.08
H -0.56029 -1.95258 -1.43083 -0.18 0.12 0.55
H -1.44706 -0.84056 1.23826 -1.94 -1.57 -1.25
H -1.41313 1.27295 1.34957 0.27 -0.07 0.65
```
Positions in Å, forces in eV/Å.

=====

[3]
This record from OMol25 describes a molecular structure, C25H23N7PdSSbSe4. The level of theory is ωB97M-V with the def2-TZVPD basis set.

Calculated values
spin multiplicity	5
⟨S²⟩	6.033
electronic energy	-11721.72195	Eh
total charge	-1
maximum force	0.0741	hartree/bohr

```
62
Properties=species:S:1:pos:R:3:forces:R:3
Pd 9.90442 12.15988 11.98261 -0.06 -0.50 0.56
N 11.41606 14.02049 15.79182 -0.37 0.49 1.59
C 10.60651 13.57366 14.73974 1.50 -0.30 -0.21
S 10.74520 14.20513 13.14360 -0.18 0.54 -0.34
N 10.07910 12.45216 15.04024 -0.35 -1.69 1.40
N 9.49082 11.64384 14.11943 -1.44 1.82 -1.98
C 9.29912 10.47331 14.55877 0.96 -1.19 2.43
C 8.30923 9.37622 14.20520 0.64 0.03 -0.67
C 8.32977 8.14978 14.98509 -0.38 0.78 -0.17
C 7.52098 7.09980 14.58777 -1.33 0.44 -1.25
C 6.64912 7.35958 13.43626 0.95 -3.48 1.22
C 6.56075 8.62185 12.92252 0.83 -0.73 0.45
N 7.42148 9.59480 13.18088 1.40 0.22 2.25
H 11.63614 15.01613 15.83602 -0.20 -0.53 -0.17
H 11.26770 13.56131 16.75732 0.02 0.97 -2.52
H 10.05664 10.46493 15.43381 -1.91 -1.53 -0.36
H 8.88335 7.99324 15.93105 0.03 0.67 -0.89
H 7.47752 6.16416 15.22319 0.11 1.06 -1.28
H 6.17783 6.46277 12.86814 0.28 1.82 1.44
H 5.74771 8.79902 12.28615 -0.72 0.59 -1.36
N 10.95091 10.29526 12.19292 -0.33 1.91 -0.91
C 11.88008 9.66334 12.72527 -0.57 -0.88 0.13
C 13.06763 10.16429 13.48138 1.19 -0.07 -0.69
C 14.27817 9.40001 13.53015 -1.41 -0.36 -1.02
C 15.41524 9.88906 14.09805 1.22 -0.47 0.63
C 15.39776 11.22677 14.53775 0.91 -1.26 0.30
C 14.25201 11.93715 14.59953 -1.24 0.57 -1.22
C 13.07107 11.43233 14.01984 1.09 -0.76 0.77
C 11.51342 8.21243 12.76359 0.22 -1.18 1.25
C 10.59630 7.58896 11.89850 0.11 -0.24 0.24
C 10.22768 6.24738 12.10573 -0.44 1.58 -2.04
C 10.70776 5.54641 13.15948 -0.19 -2.04 1.27
C 11.45366 6.15371 14.10443 2.11 1.89 1.14
C 11.91095 7.51982 13.90060 -0.93 -2.78 0.43
H 14.29309 8.45026 12.98532 -0.02 0.13 0.56
H 16.30244 9.18655 14.27040 -1.16 1.40 -0.65
H 16.29917 11.71436 14.82223 0.71 0.09 0.47
H 14.30148 12.96796 14.90207 -0.25 0.20 0.27
H 12.18467 11.98706 14.04393 -0.94 0.77 -0.15
H 10.17166 8.21193 11.11441 0.06 -0.43 -0.12
H 9.58858 5.75986 11.38439 -0.16 0.09 -0.11
H 10.52761 4.48150 13.40531 -0.42 0.65 -0.89
H 11.75261 5.48942 14.95103 0.04 1.20 -0.48
H 12.53926 7.96092 14.64829 0.16 0.20 0.16
Se 6.73192 3.78673 7.11818 0.23 -1.08 0.93
Sb 6.38373 5.50475 5.57086 -1.29 -0.19 0.01
Se 7.08650 7.68652 5.83561 0.59 1.55 0.03
Se 3.92705 5.07966 5.70835 0.08 0.00 0.05
Se 6.98771 4.66472 3.35770 0.40 -0.26 -0.97
N 7.49256 10.31595 10.09596 1.10 0.98 -0.39
C 8.47724 10.83485 9.23258 0.57 0.52 1.91
C 8.69959 10.18898 8.02445 -0.71 -0.18 0.84
C 9.65701 10.66115 7.20390 2.62 0.23 -2.29
C 10.46235 11.77955 7.55865 -0.65 -0.36 -0.08
C 10.17189 12.35681 8.78655 0.80 0.05 -0.77
N 9.26339 11.89492 9.62424 -1.77 -1.27 0.83
H 6.76187 9.85827 9.58134 -0.02 -0.48 0.45
H 7.65428 10.13579 11.09998 -0.21 0.45 -0.93
H 8.20665 9.24297 7.89241 -0.23 -0.11 -0.53
H 9.92805 10.08954 6.26095 -0.54 0.76 1.23
H 11.29959 12.15056 6.94455 -0.72 -0.27 0.30
H 10.70000 13.23033 9.15081 0.24 -0.05 -0.10
```
Positions in Å, forces in eV/Å.

=====

[4]
This record from OMol25 describes 3 unconnected molecules or ions with the total composition C41H54F5NO7Si. The level of theory is ωB97M-V with the def2-TZVPD basis set.

Calculated values
spin multiplicity	1
electronic energy	-2964.31381	Eh
maximum force	0.0929	hartree/bohr
structure (SMILES)	CCCc1c([C@@H](C)F)c(N(C)C(C)=O)c2c(c1C(F)(F)CC[Si](C)(C)c1ccccc1)C(=O)c1c(ccc(F)c1F)C2=O.COCCOC.COCCOC

```
109
Properties=species:S:1:pos:R:3:forces:R:3
C 1.44844 -4.76163 2.30943 0.11 0.75 0.75
C 1.18663 -3.16840 2.09305 -0.18 -1.33 -0.61
C 0.62851 -2.98005 0.56969 1.07 0.61 0.35
C -0.05203 -1.55523 0.34189 -1.26 1.43 -0.34
C -1.62111 -1.51131 0.53556 0.75 2.75 -0.48
C -2.46103 -2.81826 0.98236 -0.59 0.13 -0.58
C -2.64871 -3.87953 -0.23702 0.17 -0.48 0.92
F -1.89296 -3.45283 2.17324 -0.56 0.89 -2.05
C -2.44850 -0.18959 0.30180 4.51 -0.73 -0.47
N -3.90569 -0.22443 0.47371 1.55 1.17 -2.19
C -4.42703 0.75803 1.46623 -1.34 0.63 1.22
C -4.65430 -0.25807 -0.78347 -4.19 -1.20 -0.12
C -4.05819 -0.14206 -2.25887 -0.01 0.54 -0.16
O -5.91255 -0.44251 -0.68967 4.67 1.01 -0.14
C -1.60850 1.06679 -0.12321 1.16 -1.68 0.46
C -0.04168 1.01705 -0.29993 -1.55 -1.57 0.86
C 0.79641 -0.29566 -0.05120 -4.26 0.44 0.90
C 2.37543 -0.26472 -0.21631 1.75 0.61 -1.56
F 3.08540 -1.32687 0.41711 -1.85 1.84 -0.55
F 2.98633 0.94221 0.32085 -1.78 -2.32 -0.39
C 2.81726 -0.27695 -1.78612 -0.15 -0.19 -0.35
C 3.55452 -1.63236 -2.23811 -0.75 -0.08 -0.93
Si 5.48425 -1.55749 -2.13751 0.34 -0.39 1.23
C 6.08069 -0.87111 -0.42994 -0.62 0.46 0.80
C 6.09524 -3.37334 -2.27392 0.01 -1.09 -0.90
C 6.29184 -0.45391 -3.47251 2.49 2.11 -3.43
C 7.71492 -0.91242 -3.99064 -0.88 3.45 -1.80
C 8.49065 -0.06915 -5.04597 -2.93 1.39 1.01
C 7.90811 1.26768 -5.63505 -2.47 -2.21 2.91
C 6.50038 1.70654 -5.14108 1.47 -2.99 1.54
C 5.71577 0.85357 -4.07208 3.27 -1.04 -1.09
C 0.61454 2.40708 -0.76885 1.62 1.15 -1.27
O 1.56234 2.52018 -1.57935 -3.16 -0.98 2.72
C -0.01612 3.78343 -0.20372 -0.84 1.20 0.90
C -1.55153 3.80322 0.00795 2.36 2.61 0.99
C -2.19430 5.10003 0.56917 3.41 -0.07 -0.75
C -1.28475 6.33588 0.85089 1.65 -2.03 -1.10
C 0.26592 6.34100 0.59584 -1.57 -2.70 -0.61
F 1.05972 7.51259 0.82874 -2.24 -3.29 -0.60
C 0.91698 5.01225 0.07514 -2.22 0.78 0.34
F 2.32583 4.97605 -0.14059 -3.88 -0.04 0.58
C -2.35683 2.47726 -0.37224 -0.94 0.65 -0.77
O -3.49921 2.59560 -0.87621 3.55 -0.78 1.90
H 0.60946 -5.40846 1.84604 1.37 1.06 0.87
H 2.47090 -5.06514 1.88727 -1.58 0.39 0.44
H 1.50008 -4.90546 3.45723 -0.16 -0.13 -1.90
H 2.18938 -2.65234 2.26334 -1.61 -0.38 -0.29
H 0.39104 -2.82804 2.84532 1.26 -0.36 -1.21
H 1.51074 -3.08656 -0.17322 -1.42 0.22 1.28
H -0.04896 -3.87508 0.37919 0.53 1.65 0.15
H -3.53817 -2.55094 1.30024 2.05 0.12 -0.45
H -2.42572 -3.41625 -1.26225 -0.36 -0.64 1.63
H -3.72345 -4.29266 -0.18836 1.69 0.77 -0.25
H -1.95657 -4.78062 -0.05080 -0.96 1.44 -0.41
H -4.95622 1.66162 0.97328 1.11 -1.49 0.66
H -3.56356 1.10183 2.12724 -1.17 -0.43 -0.97
H -5.22825 0.28295 2.15283 1.42 0.54 -1.19
H -3.02813 0.34732 -2.28887 -1.36 -0.97 0.03
H -4.76995 0.56418 -2.83640 1.04 -1.17 1.20
H -4.08844 -1.13770 -2.84752 0.17 1.48 1.35
H 1.90412 -0.12628 -2.46933 1.25 -0.10 1.34
H 3.51791 0.61998 -1.98097 -1.26 -1.35 0.63
H 3.32295 -1.76278 -3.36893 0.34 0.20 1.72
H 3.12148 -2.58884 -1.74777 0.77 1.67 -0.62
H 5.69765 -1.53269 0.43777 0.70 0.95 -1.40
H 5.58362 0.16095 -0.26165 0.97 -1.48 -0.21
H 7.21752 -0.76671 -0.35707 -1.60 -0.11 -0.17
H 5.42594 -3.90536 -3.05525 1.10 0.72 1.13
H 6.00230 -3.98084 -1.31175 0.07 1.01 -1.15
H 7.17369 -3.47884 -2.64440 -1.51 0.15 0.57
H 8.24226 -1.84927 -3.60136 -1.04 1.55 -0.59
H 9.53175 -0.37879 -5.40134 -1.73 0.34 0.67
H 8.49570 1.90469 -6.38879 -1.05 -1.21 1.35
H 6.01059 2.66927 -5.50023 0.86 -1.50 0.46
H 4.70049 1.21914 -3.70427 1.60 -0.48 -0.72
H -3.32679 5.15689 0.77680 2.15 -0.06 -0.44
H -1.72360 7.32400 1.23536 0.66 -1.81 -0.64
C 0.01111 -2.30289 8.34186 -0.14 -0.02 0.17
O -1.00515 -3.29646 8.33668 0.27 0.05 -0.31
C -1.29329 -3.77160 7.02266 -0.13 -0.35 0.43
C -0.62723 -5.11917 6.76218 0.17 0.38 -0.39
O 0.79394 -5.00002 6.73673 -0.20 -0.02 0.35
C 1.39332 -5.43057 7.95127 0.17 0.02 -0.16
H 0.34011 -2.15980 9.37342 -0.11 -0.05 -0.07
H 0.87269 -2.59731 7.73778 -0.04 0.00 -0.02
H -0.39563 -1.35702 7.97032 0.11 0.05 -0.05
H -0.99822 -3.03469 6.26794 0.08 -0.09 0.02
H -2.37860 -3.89874 6.96043 0.02 -0.01 -0.04
H -0.93511 -5.47629 5.77429 -0.04 0.01 0.01
H -0.94361 -5.86342 7.50082 0.01 0.12 0.04
H 1.37888 -6.52376 8.00371 -0.01 -0.01 0.12
H 0.89284 -5.01129 8.82755 -0.05 -0.03 -0.05
H 2.43336 -5.09593 7.95423 -0.11 -0.03 -0.10
C -5.64579 7.01553 -3.10885 -0.14 -0.04 0.15
O -6.66474 6.02513 -3.11966 0.27 0.07 -0.30
C -6.95420 5.55843 -4.43654 -0.13 -0.36 0.42
C -6.29172 4.21062 -4.70485 0.22 0.37 -0.37
O -4.87084 4.32657 -4.72930 -0.20 -0.01 0.32
C -4.27272 3.88783 -3.51653 0.11 0.05 -0.18
H -5.31630 7.15174 -2.07635 -0.11 -0.05 -0.07
H -4.78507 6.72204 -3.71460 -0.04 0.00 -0.02
H -6.04977 7.96474 -3.47492 0.11 0.05 -0.05
H -6.65706 6.29889 -5.18689 0.08 -0.08 0.03
H -8.03988 5.43470 -4.49949 0.01 -0.01 -0.03
H -6.60037 3.85986 -5.69475 -0.04 0.00 0.02
H -6.61024 3.46307 -3.97030 0.00 0.12 0.05
H -4.28955 2.79466 -3.46985 -0.01 0.01 0.14
H -4.77224 4.30321 -2.63835 -0.03 -0.07 -0.04
H -3.23171 4.22017 -3.51106 -0.09 -0.03 -0.09
```
Positions in Å, forces in eV/Å.